The following is a DFT calculation (wB97M-V/def2-TZVPD) of a cluster of 3 separate species, C7H19NO2 in total.

CARTESIAN COORDINATES (ANGSTROEM)
C  -2.59370  0.40807  -0.41357
C  -1.46811  -0.24203  -1.22703
C  -0.23604  -0.58938  -0.39071
C  0.57339  0.64386  0.04657
C  1.35424  1.23996  -1.08305
C  2.68257  1.26552  -1.13424
C  3.46253  1.83881  -2.27214
N  -3.25679  -0.44108  0.57238
H  -2.22710  1.30280  0.09058
H  -3.34507  0.76452  -1.12108
H  -1.16403  0.44040  -2.02986
H  -1.86930  -1.11796  -1.74107
H  0.40757  -1.27695  -0.94318
H  -0.57840  -1.14424  0.48864
H  1.22790  0.36005  0.87127
H  -0.08881  1.40863  0.46129
H  0.76653  1.64287  -1.90252
H  3.25718  0.90927  -0.28398
H  4.21090  2.57207  -1.95986
H  4.02633  1.05044  -2.78041
H  2.80438  2.33113  -2.98764
H  -2.63036  -0.75997  1.29941
H  -3.63945  -1.26357  0.12200
H  1.92160  -2.56077  2.52466
H  0.44141  -2.14231  2.33189
O  1.13524  -2.23176  2.98397
H  -0.96235  -1.51463  3.69032
H  -2.48567  -1.30701  3.66556
O  -1.72658  -1.58673  3.12177

Output
energy above the lowest of the compared OMol25 structures with the same formula, charge and spin = 7.8 kJ/mol
HOMO = -9.0 eV
LUMO energy = 0.69 eV
strongest force on any atom = 0.83 eV/A